Record 1
81
Properties=species:S:1:pos:R:3:forces:R:3:mulliken_charge:R:1 method="wB97M-V/def2-TZVPD" gap_ev=6.648 total_energy_ev=-190997.680 charge=0 spin_multiplicity=1 e_lumo_ev=0.1
O -0.93112 -1.37041 -1.37572 0.3 -0.5 -1.6 0.602
O 0.88769 0.79803 -4.11729 0.9 1.0 0.5 -0.086
C -0.14068 -2.50813 -1.85028 -0.4 0.6 0.1 -0.366
C -0.78102 -3.84241 -1.52948 -0.2 -0.2 0.1 -1.184
H 0.82450 -2.39799 -1.33975 -0.1 -0.1 -0.1 0.236
H 0.01841 -2.37385 -2.92414 0.2 -0.1 0.3 0.332
H -0.94187 -3.97146 -0.44881 0.0 0.1 -0.3 0.243
H -0.12547 -4.65653 -1.86297 -0.1 0.2 0.0 0.444
H -1.74342 -3.95865 -2.04668 0.2 0.1 0.2 0.253
C -1.89706 -0.74137 -2.28142 0.0 -0.3 0.7 0.420
C -1.78195 -1.13574 -3.73205 0.1 0.3 -0.2 -1.595
H -1.69855 0.33017 -2.14435 -0.2 -0.2 -0.3 -0.121
H -2.90518 -0.95261 -1.88186 0.4 0.0 -0.1 -0.096
H -0.84833 -0.74588 -4.15455 -0.2 -0.2 0.0 0.270
H -2.61005 -0.66682 -4.26944 0.0 0.0 0.0 0.428
H -1.86421 -2.21388 -3.89088 0.0 0.1 0.1 0.432
C 0.47804 2.11841 -3.72242 -0.2 -0.1 -0.2 -0.042
C 2.21156 0.78383 -4.67081 -0.2 -0.4 -0.1 -0.169
C -0.65920 2.56852 -4.59800 -0.3 0.1 -0.3 -1.339
H 1.27829 2.87582 -3.82826 0.0 -0.6 0.2 0.514
H 0.16448 2.07933 -2.66963 0.2 0.0 -0.1 -0.044
H -0.34253 2.62176 -5.64117 0.0 0.0 0.0 0.321
H -0.99328 3.56035 -4.29479 -0.1 0.0 0.0 0.438
H -1.49483 1.87103 -4.56183 -0.1 0.0 0.1 0.196
C 2.17261 1.08641 -6.15126 0.0 0.1 -0.3 -1.380
H 2.60675 -0.21999 -4.46901 0.0 0.2 -0.1 0.308
H 2.88003 1.52244 -4.20055 -0.3 -0.3 0.3 0.211
H 1.37773 0.52108 -6.65111 0.2 0.0 0.1 0.287
H 3.14100 0.83773 -6.60023 -0.2 0.1 -0.1 0.422
H 1.97753 2.15574 -6.31297 0.1 -0.2 0.0 0.296
H 3.18609 1.42416 -1.87344 0.1 0.1 -0.3 0.132
Sr -0.62694 -0.64066 0.84539 0.9 0.2 1.2 1.512
C 2.70034 0.80232 -1.13648 -1.3 -0.8 0.4 -0.769
Si 3.93949 0.71996 0.27039 -0.2 0.1 -0.6 0.419
H 2.43087 -0.14932 -1.61620 0.1 0.1 0.1 0.381
H 1.75584 1.29681 -0.85183 0.2 0.0 -0.1 0.148
C 5.21726 -0.42408 -0.49538 0.3 0.1 0.1 -1.125
C 3.36803 0.17597 1.97816 0.1 0.1 -0.2 -0.813
C 4.39864 2.54114 0.18712 0.3 0.3 0.4 -1.204
C -2.77318 -1.79186 1.20368 -0.4 0.0 0.3 -1.660
Si -3.82879 -0.26809 1.17763 0.2 -2.0 0.4 0.898
H -2.59528 -2.27617 2.18616 -0.3 0.4 -0.3 0.406
H -2.99377 -2.58216 0.46522 -0.1 0.4 0.2 0.282
C -5.29410 -0.55112 0.03450 -0.3 0.2 -0.1 -1.296
C -2.92545 1.28950 0.54256 0.1 0.5 -0.2 -0.534
C -4.38645 0.17102 2.91556 -0.2 0.2 0.1 -0.964
H 3.85067 3.02737 -0.62430 0.1 -0.1 0.1 0.363
H 5.45902 2.69991 -0.01446 0.1 0.1 0.2 0.372
H 4.12469 3.08128 1.09577 0.2 0.0 0.1 0.309
H 5.06976 -1.46610 -0.20117 0.0 0.1 0.1 0.270
H 6.24109 -0.13430 -0.25094 0.0 -0.1 0.1 0.365
H 5.13131 -0.39138 -1.58658 0.0 0.1 0.1 0.329
H 2.80552 -0.76217 1.96972 0.0 0.0 0.0 0.162
H 2.73361 0.94043 2.43831 0.0 -0.1 0.0 0.195
H 4.23927 0.02531 2.62841 -0.1 0.1 -0.1 0.445
H -3.70965 1.92656 0.10006 0.3 0.0 0.1 0.400
H -2.18259 1.13732 -0.26571 -0.3 0.2 0.2 -0.064
H -2.45891 1.86968 1.35647 -0.1 -0.2 -0.3 0.000
H -5.22391 0.88318 2.88195 0.2 -0.1 0.2 0.316
H -3.57459 0.62301 3.50501 -0.2 -0.1 -0.1 0.181
H -4.72056 -0.73928 3.43269 0.1 0.3 -0.1 0.296
H -6.11379 0.13924 0.27944 0.1 -0.1 -0.2 0.328
H -5.65442 -1.58180 0.16369 0.1 0.3 0.0 0.346
H -5.02065 -0.40741 -1.02148 -0.1 0.0 0.2 0.296
Br 1.89424 -4.04834 4.12838 -0.2 0.3 0.2 -0.190
C 1.03551 -2.47642 4.75025 -0.7 1.3 -0.7 -0.301
C 0.87150 -2.22277 6.10592 -0.3 0.7 0.5 -0.157
C 0.26183 -1.05262 6.55218 0.2 -0.3 -0.3 -0.020
Br 0.05127 -0.79506 8.43184 0.1 -0.1 -0.2 -0.256
C -0.20055 -0.05003 5.65245 0.2 -0.4 -0.3 1.023
C -0.79043 1.17672 6.03336 -0.1 0.3 -0.1 -0.783
C -1.14697 2.10424 5.07948 0.1 -0.2 -0.3 -0.760
C -0.95641 1.79405 3.71310 0.5 -1.4 0.3 -1.012
N -0.46483 0.60982 3.31122 -0.2 1.0 0.2 0.638
C -0.05930 -0.29311 4.24705 0.1 -0.4 0.6 -0.535
C 0.54046 -1.54856 3.78138 0.4 -0.8 -0.3 0.485
O 0.63424 -1.79985 2.52709 -0.1 0.4 -0.1 -0.702
H 1.22294 -2.94681 6.83087 0.0 0.1 0.0 0.415
H -0.94505 1.37731 7.09159 0.0 0.0 -0.2 0.296
H -1.57477 3.07189 5.32949 0.1 -0.2 0.1 0.406
H -1.20204 2.51628 2.93613 0.0 -0.2 0.2 0.500


Record 2
60
Properties=species:S:1:pos:R:3:forces:R:3:mulliken_charge:R:1 method="wB97M-V/def2-TZVPD" gap_ev="4.687 / 5.010" total_energy_ev=-47801.373 charge=0 spin_multiplicity=1 e_lumo_ev="-0.2 / 0.0"
P -2.24327 1.05420 1.20040 2.1 -1.3 1.1 0.598
P 2.10098 -0.63202 0.40737 0.2 0.5 0.7 0.985
C -0.92505 0.13518 -0.11880 -0.7 0.0 0.4 -1.484
C 0.26115 -0.92325 0.07362 0.4 0.0 -1.2 0.350
H -0.68982 0.90463 -0.85344 -0.1 -0.6 -0.3 1.154
H -1.72254 -0.48823 -0.45608 0.3 -0.3 -0.6 -0.020
H -0.13108 -1.74744 0.65044 0.3 -0.4 0.2 0.512
H 0.48021 -1.22965 -0.95264 -1.1 -0.4 0.7 -1.205
C 2.90651 0.27148 -0.99303 -0.2 -0.8 -1.1 -1.494
H 3.83332 0.70886 -0.60624 -0.1 -0.3 0.1 0.447
H 2.30711 1.13575 -1.34935 0.1 -0.6 0.4 0.293
H 3.12462 -0.38235 -1.86183 0.2 0.5 0.2 0.399
C 2.71941 -2.33015 0.72636 0.3 -0.7 -1.2 -1.444
H 3.15005 -2.78096 -0.19349 -0.1 -0.1 0.6 0.406
H 1.92267 -2.99445 1.11026 0.3 0.4 -0.3 0.354
H 3.49178 -2.25764 1.50335 -0.2 0.0 -0.2 0.388
C -2.94739 2.56328 0.49327 -0.3 -0.4 -1.3 -1.168
H -3.32386 3.20811 1.29178 -0.1 -0.3 0.0 0.358
H -3.72563 2.23410 -0.19984 -0.3 0.8 -0.1 0.357
H -2.17519 3.14376 -0.04099 -0.3 -0.4 0.1 0.334
C -3.38522 -0.31537 1.45517 -1.2 -0.1 -0.6 -1.201
H -2.84329 -1.27878 1.48494 -0.2 0.5 -0.2 0.302
H -4.10557 -0.29011 0.63175 -0.5 -0.7 0.5 0.407
H -3.86750 -0.18070 2.44386 0.1 0.0 -0.7 0.393
Hg 0.40788 1.18052 1.39239 1.9 2.3 3.0 0.446
C -0.24960 -1.64636 -2.76585 0.5 0.5 -0.8 -0.045
C 0.28193 -0.40381 -2.96610 -0.2 -2.8 -1.7 0.065
C -0.25085 0.46214 -4.06175 -0.4 1.0 0.6 -1.027
C -1.76847 0.78628 -3.86297 0.8 -0.5 0.1 -0.949
C -2.32263 0.59890 -2.48423 -2.0 -0.2 0.9 -0.044
C -2.92994 -0.51067 -1.96776 -0.3 1.5 -2.8 0.127
C -2.91253 -1.83866 -2.68941 -0.3 0.1 0.4 -1.010
C -1.54907 -2.21319 -3.32604 0.2 -0.4 0.1 -0.864
C -0.45388 1.82547 3.28039 -0.6 0.6 1.1 -1.797
H 0.34969 -2.46792 -2.34756 -0.1 0.8 0.4 0.409
H 1.30172 -0.19939 -2.66420 -0.3 -0.1 0.3 0.157
H -0.13957 -0.02536 -5.05059 0.2 0.2 0.5 0.316
H 0.33097 1.40277 -4.06434 -0.3 -0.4 -0.2 0.346
H -1.87672 1.84247 -4.09786 -0.5 -0.1 -0.4 0.491
H -2.30189 0.13037 -4.55049 -0.3 0.4 -0.1 0.249
H -2.36655 1.53889 -1.89274 -0.2 -0.8 -0.4 0.283
H -3.65967 -0.43691 -1.16839 0.6 0.1 0.3 0.436
H -3.65625 -1.85246 -3.51957 0.2 0.0 0.6 0.290
H -3.23805 -2.61840 -1.95895 0.3 0.4 -0.6 0.346
H -1.48701 -3.30776 -3.16200 0.1 0.5 -0.7 0.388
H -1.61178 -1.96620 -4.39839 0.1 -0.4 0.2 0.333
H 0.00300 1.09252 3.96886 -0.1 0.6 -0.2 0.434
H -1.56592 1.76123 3.26262 1.4 0.4 0.4 0.696
H -0.04879 2.82869 3.34903 0.0 0.2 0.7 0.355
F 5.20760 0.59457 5.55580 -0.6 0.1 -0.4 -0.345
C 4.18948 0.61760 4.62819 -0.1 -0.3 -0.3 0.358
C 3.32815 -0.48030 4.54266 -0.1 0.0 -0.3 -0.633
C 2.32471 -0.48714 3.55208 1.1 0.9 0.3 -0.047
C 2.23234 0.59481 2.65966 -0.5 0.7 0.7 -0.237
C 3.11909 1.67627 2.74000 0.4 -1.1 1.1 -0.570
C 4.10263 1.68626 3.74506 0.3 0.3 -0.4 -0.566
H 3.45976 -1.32503 5.22202 0.0 0.3 -0.1 0.401
H 1.67121 -1.34790 3.43809 -0.1 0.0 0.2 0.481
H 3.04615 2.46492 2.00123 0.1 0.3 0.2 0.332
H 4.82047 2.51455 3.81428 -0.3 -0.4 0.1 0.375